1.
9
Properties=species:S:1:pos:R:3:lowdin_charge:R:1 method="wB97M-V/def2-TZVPD" smiles=Oc1cnoc1Cl orbital_gap_ev=10.07 largest_force_ev_per_a=1.682 e_homo_ev=-9.6 relative_energy_kcal_mol=48.0
C -0.387 -0.255 0.033 -0.332
C 0.092 0.317 -1.173 -0.089
C 0.656 -0.055 0.882 -0.719
H -2.206 -0.425 0.546 0.124
H -0.410 0.399 -2.157 0.142
N 1.294 0.758 -1.067 0.066
O -1.525 -1.008 0.164 0.046
O 1.695 0.573 0.252 -0.047
Cl 0.791 -0.303 2.519 0.810


2.
96
Properties=species:S:1:pos:R:3:mulliken_spin:R:1 method="wB97M-V/def2-TZVPD" orbital_gap_ev="7.58 / 7.58" spin_multiplicity=2 largest_force_ev_per_a=1.536 e_homo_ev="-7.9 / -7.9" s2=0.751
Yb 0.133 0.298 -0.290 1.014
C -4.370 1.651 -1.500 0.001
C -4.364 1.793 -2.872 0.000
C -3.179 1.580 -3.561 0.001
C -2.046 1.218 -2.852 -0.001
N -2.055 1.070 -1.526 -0.002
C -3.188 1.292 -0.871 0.000
C -0.724 1.043 -3.516 0.005
C -0.584 0.979 -4.898 -0.004
C 0.690 0.946 -5.433 0.001
C 1.784 0.989 -4.587 -0.007
C 1.560 0.995 -3.219 0.008
N 0.330 0.999 -2.707 0.002
C 2.674 1.075 -2.231 -0.005
C 3.987 0.821 -2.574 0.000
C 4.975 1.085 -1.634 0.000
C 4.615 1.598 -0.404 0.001
C 3.268 1.753 -0.121 0.000
N 2.312 1.474 -1.004 -0.002
H -5.263 1.812 -0.913 0.000
H -5.261 2.077 -3.407 0.000
H -3.139 1.723 -4.630 0.000
H -3.150 1.184 0.204 0.000
H -1.450 0.960 -5.541 0.000
H 0.829 0.912 -6.506 0.000
H 2.788 1.029 -4.982 0.000
H 4.239 0.422 -3.546 0.000
H 6.013 0.882 -1.861 0.000
H 5.350 1.822 0.355 0.000
H 2.937 2.087 0.854 0.000
N -4.926 6.465 2.288 0.000
C -3.807 5.775 1.845 0.000
C -3.801 5.175 0.585 0.000
C -2.672 4.521 0.129 0.000
C -1.533 4.457 0.923 0.001
C -1.520 5.069 2.174 0.000
C -2.650 5.721 2.627 0.000
S -0.137 3.592 0.323 0.000
O 1.034 4.327 0.705 0.000
O -0.372 3.323 -1.076 0.000
N -0.168 2.107 0.988 0.002
C 0.208 1.818 2.285 0.000
N 0.443 2.758 3.196 0.000
C 0.801 2.313 4.399 0.000
C 0.928 0.971 4.703 0.001
C 0.659 0.086 3.675 0.000
N 0.289 0.491 2.470 0.002
H -5.801 6.232 1.851 0.000
H -4.998 6.620 3.279 0.000
H -4.682 5.241 -0.044 0.000
H -2.653 4.079 -0.858 0.000
H -0.623 5.030 2.777 0.000
H -2.639 6.207 3.596 0.000
H 0.997 3.074 5.148 0.000
H 1.227 0.627 5.681 0.000
H 0.744 -0.981 3.831 0.000
N 2.492 -6.734 3.622 0.000
C 2.615 -5.515 2.965 0.000
C 1.650 -4.520 3.134 0.000
C 1.798 -3.296 2.512 0.001
C 2.904 -3.042 1.716 0.000
C 3.863 -4.029 1.529 0.000
C 3.724 -5.252 2.158 0.000
S 3.087 -1.479 0.942 -0.001
O 4.339 -1.513 0.233 0.000
O 2.910 -0.464 1.953 0.000
N 1.830 -1.277 -0.079 -0.009
C 1.755 -2.115 -1.181 0.003
N 2.447 -3.255 -1.267 0.000
C 2.189 -4.017 -2.320 0.000
C 1.257 -3.684 -3.292 -0.001
C 0.633 -2.462 -3.130 0.001
N 0.899 -1.666 -2.107 0.000
H 1.563 -6.989 3.913 0.000
H 3.009 -7.504 3.233 0.000
H 0.775 -4.717 3.744 0.000
H 1.029 -2.545 2.612 0.000
H 4.707 -3.827 0.885 0.000
H 4.477 -6.020 2.022 0.000
H 2.750 -4.944 -2.387 0.000
H 1.038 -4.331 -4.128 0.000
H -0.095 -2.098 -3.849 0.000
F -3.354 -2.314 -1.910 0.000
C -3.507 -2.306 -0.586 0.000
F -4.252 -1.224 -0.283 0.000
F -4.225 -3.386 -0.244 0.000
C -2.113 -2.231 0.126 0.000
O -1.327 -1.381 -0.548 -0.005
C -1.502 -3.669 0.133 0.000
F -1.641 -4.243 -1.072 0.000
F -0.200 -3.636 0.399 0.000
F -2.090 -4.468 1.040 0.000
C -2.337 -1.758 1.603 -0.001
F -1.334 -2.157 2.403 0.000
F -3.476 -2.187 2.152 0.000
F -2.345 -0.415 1.627 0.000


3.
20
Properties=species:S:1:pos:R:3:lowdin_charge:R:1 method="wB97M-V/def2-TZVPD" smiles="C=PC[N+](C)(C)C" orbital_gap_ev=9.28 largest_force_ev_per_a=4.304 e_homo_ev=-13.2 charge=+1 relative_energy_kcal_mol=52.9
C -2.078 2.139 -1.440 -0.309
C -0.379 -1.413 1.161 -0.032
C 1.724 -0.175 0.975 0.047
C 0.708 -1.024 -1.018 -0.025
C -0.349 0.885 0.034 -0.382
N 0.383 -0.494 0.341 -0.421
P -1.982 0.591 -0.771 0.917
H -2.824 2.295 -2.281 0.031
H -1.550 3.008 -0.989 0.028
H -1.266 -1.862 0.743 0.103
H 0.158 -2.202 1.543 0.083
H -0.649 -0.737 1.961 0.118
H 2.414 -0.034 0.251 0.067
H 1.522 0.666 1.602 0.106
H 1.955 -1.123 1.494 0.126
H 1.320 -0.316 -1.604 0.126
H 1.123 -1.959 -0.736 0.109
H -0.103 -1.130 -1.681 0.061
H -0.562 1.507 1.015 0.138
H 0.435 1.380 -0.601 0.110


4.
12
Properties=species:S:1:pos:R:3:lowdin_charge:R:1 method="wB97M-V/def2-TZVPD" smiles="O=CC(=S)N1CC1" orbital_gap_ev=8.13 largest_force_ev_per_a=2.919 e_homo_ev=-9.1 relative_energy_kcal_mol=53.8
C 1.615 -1.021 -0.810 -0.243
C 1.078 0.313 -0.254 -0.758
C -1.169 0.994 0.730 -0.120
C -1.335 -0.409 0.199 -0.082
H 2.732 -0.905 -1.040 0.116
H -0.707 1.178 1.709 0.116
H -1.786 1.791 0.336 0.109
H -1.057 -1.318 0.758 0.115
H -2.128 -0.602 -0.586 0.127
N -0.302 0.516 -0.284 -0.121
O 0.907 -2.007 -0.988 0.046
S 2.151 1.471 0.228 0.697


5.
38
Properties=species:S:1:pos:R:3:lowdin_charge:R:1 method="wB97M-V/def2-TZVPD" orbital_gap_ev=5.11 largest_force_ev_per_a=1.806 e_homo_ev=-2.3 charge=-1
C 2.844 -2.484 1.894 -0.144
O 3.991 -1.837 1.393 -0.204
C 3.787 -0.417 1.341 -0.218
C 2.567 -0.068 0.449 -0.206
C 2.564 1.385 -0.084 -0.211
C 1.185 1.886 -0.586 -0.212
C 0.355 0.847 -1.400 -0.211
C -0.506 -0.057 -0.464 -0.228
C -1.977 -0.210 -0.923 -0.213
C -2.678 -1.187 0.094 -0.275
C -4.230 -1.035 0.148 -0.415
P -4.847 0.694 0.475 0.807
O -3.721 1.366 1.552 -0.380
H 2.180 -2.851 1.091 0.088
H 2.247 -1.857 2.578 0.087
H 3.188 -3.358 2.475 0.084
H 4.675 0.055 0.903 0.120
H 3.583 -0.105 2.380 0.118
H 1.651 -0.179 1.060 0.095
H 2.444 -0.797 -0.370 0.121
H 2.856 2.042 0.765 0.104
H 3.368 1.523 -0.830 0.109
H 0.555 2.305 0.220 0.103
H 1.373 2.736 -1.270 0.103
H 1.040 0.285 -2.050 0.109
H -0.334 1.414 -2.077 0.071
H -0.501 0.398 0.543 0.097
H -0.067 -1.072 -0.415 0.101
H -2.498 0.750 -1.016 0.081
H -1.969 -0.723 -1.898 0.121
H -2.339 -2.197 -0.186 0.102
H -2.250 -0.951 1.086 0.089
H -4.680 -1.496 -0.743 0.074
H -4.577 -1.636 1.011 0.054
H -4.661 1.362 -0.781 -0.064
H -4.220 1.894 2.162 -0.003
O -0.623 1.554 -4.244 -0.647
H 0.226 2.022 -4.285 -0.206


6.
14
Properties=species:S:1:pos:R:3:lowdin_charge:R:1 method="wB97M-V/def2-TZVPD" smiles="C=CN.CS" orbital_gap_ev=8.85 largest_force_ev_per_a=2.428 e_homo_ev=-8.0 relative_energy_kcal_mol=32.4
C -1.642 1.462 0.859 -0.537
S -1.073 1.084 -0.832 0.520
H -0.882 1.916 1.494 0.016
H -2.490 2.149 0.821 0.012
H -1.994 0.541 1.330 0.011
C 1.264 -1.213 0.648 -0.283
C 1.002 -2.484 0.402 0.000
N 1.618 -0.228 -0.322 -0.031
H 1.125 -0.841 1.653 0.107
H 0.801 -3.201 1.180 0.050
H 0.978 -2.842 -0.626 0.060
H 1.869 -0.681 -1.192 0.105
H 0.202 0.483 -0.368 -0.137
H 2.389 0.332 0.021 0.106


7.
196
Properties=species:S:1:pos:R:3:lowdin_charge:R:1 method="wB97M-V/def2-TZVPD" orbital_gap_ev=3.86 largest_force_ev_per_a=10.191 e_homo_ev=-8.0
O 2.244 -0.015 4.272 -0.243
V 1.263 -1.265 4.395 1.112
O 2.157 -2.584 4.413 -0.249
N 0.139 -1.223 2.574 -0.334
S -0.747 -2.112 1.736 0.408
O -0.125 -2.634 0.558 -0.203
O -2.170 -1.874 1.756 -0.231
F -0.535 -3.335 2.691 -0.167
S -0.487 0.215 1.889 0.624
O -1.546 0.992 2.578 -0.244
O -0.424 0.354 0.469 -0.228
F 0.839 1.035 2.303 -0.206
C -2.212 4.296 0.721 -0.032
C -1.712 4.740 -0.623 -0.539
C -2.866 4.866 -1.618 -0.123
C -2.478 5.484 -2.938 -0.181
C -1.810 6.811 -2.668 -0.153
C -0.705 6.831 -1.612 -0.450
N -1.022 5.995 -0.427 -0.124
O -0.009 6.066 0.489 0.011
C 0.666 6.436 -2.237 -0.032
C -0.453 8.359 -1.224 -0.030
C -0.820 3.636 -1.101 -0.021
H -2.894 3.463 0.550 0.072
H -2.725 5.104 1.243 0.094
H -1.376 4.026 1.366 0.087
H -3.182 3.927 -2.073 0.109
H -3.655 5.369 -1.060 0.134
H -3.334 5.731 -3.565 0.118
H -1.870 4.864 -3.598 0.109
H -2.409 7.706 -2.497 0.115
H -1.442 7.100 -3.652 0.115
H 0.729 5.424 -2.634 0.060
H 0.829 7.111 -3.077 0.086
H 1.405 6.483 -1.437 0.073
H -0.294 8.933 -2.137 0.079
H -1.297 8.773 -0.673 0.079
H 0.410 8.452 -0.565 0.073
H -1.004 2.674 -0.623 0.082
H 0.198 3.890 -0.805 0.051
H -0.741 3.608 -2.188 0.074
H 0.629 5.441 0.137 0.054
C 7.144 3.927 1.263 -0.024
C 6.349 2.860 0.539 -0.479
C 6.277 1.503 1.371 -0.135
C 5.229 1.486 2.357 -0.234
C 3.912 1.818 1.743 -0.165
C 3.789 3.151 1.040 -0.392
N 5.026 3.304 0.118 -0.112
O 4.917 4.541 -0.532 -0.005
C 2.547 3.065 0.071 -0.022
C 3.584 4.356 2.077 0.001
C 7.056 2.557 -0.798 -0.039
H 6.413 4.511 1.823 0.069
H 7.612 4.675 0.624 0.082
H 7.947 3.497 1.863 0.086
H 6.095 0.593 0.799 0.095
H 7.176 1.297 1.952 0.125
H 5.432 2.108 3.229 0.123
H 5.229 0.495 2.811 0.117
H 3.113 1.632 2.461 0.087
H 3.718 0.993 1.058 0.113
H 2.604 2.413 -0.801 0.059
H 1.683 2.611 0.556 0.069
H 2.414 4.098 -0.250 0.061
H 3.471 5.265 1.486 0.071
H 2.832 4.219 2.855 0.082
H 4.515 4.552 2.608 0.056
H 6.477 1.888 -1.435 0.074
H 8.002 2.047 -0.614 0.082
H 7.360 3.471 -1.308 0.077
H 4.374 4.281 -1.279 0.095
C -3.294 -9.335 3.665 -0.048
C -2.454 -9.068 2.377 -0.400
C -3.338 -9.736 1.206 -0.116
C -4.634 -8.974 0.677 -0.159
C -4.160 -7.567 0.482 -0.168
C -3.379 -6.780 1.581 -0.496
N -2.279 -7.605 2.059 -0.143
O -1.466 -6.967 2.943 -0.012
C -2.874 -5.456 0.911 -0.014
C -4.368 -6.369 2.660 -0.039
C -1.023 -9.847 2.512 -0.013
H -3.071 -8.581 4.420 0.080
H -3.201 -10.373 3.985 0.076
H -4.367 -9.267 3.488 0.059
H -2.682 -9.879 0.347 0.099
H -3.481 -10.780 1.485 0.104
H -5.455 -8.990 1.394 0.097
H -4.957 -9.411 -0.268 0.110
H -4.983 -6.923 0.169 0.117
H -3.495 -7.613 -0.380 0.117
H -3.716 -4.944 0.444 0.086
H -2.287 -4.837 1.589 0.054
H -2.181 -5.788 0.137 0.086
H -4.976 -7.207 3.002 0.064
H -3.943 -5.892 3.544 0.088
H -5.172 -5.800 2.193 0.078
H -0.454 -9.300 3.263 0.062
H -0.512 -9.822 1.550 0.073
H -1.115 -10.861 2.901 0.073
H -0.580 -7.197 2.652 0.101
C 2.464 -2.128 -1.389 -0.058
C 3.992 -2.021 -1.297 -0.396
C 4.405 -2.432 0.223 -0.112
C 5.922 -2.563 0.278 -0.185
C 6.321 -3.708 -0.690 -0.147
C 6.017 -3.327 -2.161 -0.440
N 4.540 -3.100 -2.243 -0.116
O 4.089 -3.060 -3.537 -0.007
C 7.087 -2.234 -2.705 -0.019
C 6.371 -4.637 -2.938 -0.062
C 4.357 -0.573 -1.627 -0.016
H 2.073 -3.118 -1.155 0.083
H 2.076 -1.891 -2.380 0.049
H 1.957 -1.452 -0.701 0.068
H 4.146 -1.724 1.010 0.096
H 3.817 -3.261 0.618 0.112
H 6.342 -2.680 1.278 0.105
H 6.409 -1.630 -0.007 0.089
H 5.689 -4.593 -0.604 0.111
H 7.316 -4.037 -0.390 0.115
H 8.140 -2.441 -2.514 0.079
H 6.842 -2.141 -3.763 0.069
H 6.973 -1.174 -2.477 0.045
H 7.276 -5.207 -2.734 0.084
H 5.600 -5.389 -2.769 0.074
H 6.238 -4.503 -4.011 0.071
H 4.943 -0.414 -2.532 0.079
H 4.963 -0.238 -0.786 0.045
H 3.500 0.101 -1.658 0.065
H 3.504 -3.821 -3.563 0.111
C -2.115 -0.087 -2.649 -0.005
C -1.023 0.051 -3.739 -0.463
C -1.626 0.789 -4.897 -0.189
C -0.765 1.134 -6.106 -0.145
C 0.467 1.893 -5.548 -0.107
C 1.217 1.280 -4.257 -0.460
N 0.181 0.821 -3.241 -0.098
O 0.715 0.291 -2.128 -0.026
C 2.132 0.192 -4.691 -0.043
C 2.028 2.413 -3.680 -0.043
C -0.666 -1.361 -4.265 -0.034
H -2.714 0.817 -2.539 0.069
H -1.787 -0.486 -1.689 0.075
H -2.846 -0.785 -3.057 0.088
H -2.609 0.391 -5.148 0.125
H -1.953 1.733 -4.461 0.106
H -1.313 1.689 -6.867 0.114
H -0.437 0.130 -6.377 0.095
H 0.172 2.854 -5.128 0.096
H 1.176 2.178 -6.325 0.113
H 2.027 -0.647 -4.002 0.061
H 1.935 -0.187 -5.694 0.082
H 3.183 0.456 -4.810 0.089
H 1.386 3.149 -3.197 0.058
H 2.564 2.196 -2.756 0.054
H 2.593 2.882 -4.486 0.099
H -0.106 -1.904 -3.504 0.074
H 0.137 -1.438 -4.998 0.058
H -1.398 -2.027 -4.721 0.090
H 0.389 0.829 -1.403 0.060
C -3.776 1.973 5.041 -0.062
C -5.199 2.503 4.689 -0.367
C -5.403 4.051 4.946 -0.148
O -5.215 4.144 6.386 -0.217
C -5.402 5.458 6.861 -0.134
N -5.335 2.324 3.214 0.027
H -3.655 2.262 6.085 0.063
H -2.946 2.314 4.423 0.065
H -3.843 0.885 5.049 0.069
H -6.006 1.931 5.145 0.135
H -6.429 4.360 4.745 0.122
H -4.640 4.648 4.446 0.120
H -5.042 5.562 7.884 0.084
H -6.455 5.727 6.951 0.078
H -4.968 6.234 6.230 0.083
H -4.863 1.431 3.192 0.011
H -4.702 2.972 2.768 0.056
C -6.655 -1.847 1.096 -0.054
C -5.333 -1.053 1.184 -0.374
C -5.204 0.461 0.724 -0.200
O -5.387 0.462 -0.654 -0.156
C -5.234 1.778 -1.150 -0.126
N -4.923 -1.089 2.577 0.026
H -7.466 -1.490 1.731 0.077
H -6.516 -2.889 1.384 0.066
H -7.091 -1.868 0.097 0.072
H -4.533 -1.705 0.835 0.112
H -4.315 0.915 1.163 0.102
H -6.053 1.011 1.129 0.110
H -4.472 2.440 -0.738 0.056
H -6.147 2.352 -0.988 0.088
H -5.084 1.966 -2.213 0.080
H -4.048 -1.582 2.472 0.026
H -5.534 -1.697 3.102 0.066


8.
12
Properties=species:S:1:pos:R:3:lowdin_charge:R:1 method="wB97M-V/def2-TZVPD" orbital_gap_ev=7.44 largest_force_ev_per_a=10.247 e_homo_ev=-7.7 relative_energy_kcal_mol=118.5
C -0.161 -0.792 0.244 -0.327
C 1.645 -0.099 1.484 -0.258
C 0.461 0.346 -0.255 -0.287
C -0.023 1.219 -1.238 -0.115
C -0.511 2.052 -2.049 0.079
H -1.802 -1.407 -0.835 0.132
H -1.828 -2.145 1.061 0.314
H 2.183 -0.106 2.564 0.181
H -0.922 2.501 -3.063 0.071
N -1.340 -1.226 0.102 0.098
N 1.640 0.684 0.489 0.116
O 0.659 -1.026 1.496 -0.003


9.
19
Properties=species:S:1:pos:R:3:lowdin_charge:R:1 method="wB97M-V/def2-TZVPD" orbital_gap_ev="7.93 / 8.14" largest_force_ev_per_a=1.905 e_homo_ev="-8.0 / -8.6" relative_energy_kcal_mol=61.5
C 0.257 -1.841 1.068 -0.160
C 1.375 -1.125 1.075 -0.187
C -0.810 -1.460 0.084 -0.220
C -0.179 -0.609 -1.015 -0.451
C -1.110 0.378 -1.691 -0.117
C 0.299 2.545 1.251 0.036
O 2.472 0.391 -1.011 -0.384
P 1.285 0.178 -0.178 0.810
H 0.071 -2.673 1.733 0.104
H 2.206 -1.252 1.747 0.072
H -1.299 -2.350 -0.325 0.118
H -1.575 -0.880 0.611 0.118
H 0.283 -1.259 -1.770 0.128
H -0.533 1.084 -2.289 0.075
H -1.675 0.942 -0.950 0.069
H -1.812 -0.134 -2.348 0.076
H 1.221 2.836 1.716 -0.029
H -0.028 3.125 0.411 -0.030
H -0.447 2.106 1.881 -0.029


10.
14
Properties=species:S:1:pos:R:3:lowdin_charge:R:1 method="wB97M-V/def2-TZVPD" orbital_gap_ev=9.20 largest_force_ev_per_a=3.087 e_homo_ev=-13.0 charge=+1
C 0.597 0.347 0.807 -0.352
C -1.615 0.312 -0.837 -1.128
N 0.828 -0.722 -0.075 -0.059
N 1.674 1.039 1.218 0.121
N -0.316 -1.212 -0.636 -0.018
S -0.661 1.611 -0.753 0.795
Br -3.095 -0.179 0.297 0.708
H -0.358 0.283 1.474 0.153
H -2.039 0.178 -1.773 -0.023
H 1.678 -0.615 -0.712 0.199
H 2.460 1.075 0.530 0.151
H 1.796 1.339 2.139 0.106
H -0.921 -1.876 -0.068 0.148
H -0.029 -1.579 -1.611 0.199